(1)
{"formula": "C31H68AsCoN9O4P2S2", "method": "ωB97M-V/def2-TZVPD", "multiplicity": 4, "e_tot_ha": -7113.37607, "charge": 0, "homo_lumo_gap_ev": [4.371, 4.528], "de_lowest_ev": 2.301, "species": ["Co", "C", "N", "C", "P", "O", "O", "P", "O", "N", "C", "C", "N", "C", "C", "N", "C", "C", "H", "H", "H", "H", "H", "H", "H", "H", "H", "H", "H", "H", "H", "H", "H", "H", "H", "H", "H", "H", "H", "H", "H", "H", "C", "N", "C", "C", "N", "N", "C", "C", "H", "H", "H", "H", "H", "H", "H", "H", "H", "H", "H", "H", "H", "S", "C", "N", "C", "C", "C", "N", "H", "H", "H", "H", "H", "H", "H", "H", "C", "As", "C", "C", "C", "C", "C", "C", "C", "C", "H", "H", "H", "H", "H", "H", "H", "H", "H", "H", "H", "H", "H", "C", "H", "H", "O", "S", "C", "C", "C", "C", "H", "H", "H", "H", "H", "H", "H", "H"], "coordinates": [[0.08347, 0.55249, -0.81432], [0.01837, -2.75741, 3.98608], [-1.26973, -2.27391, 3.54478], [-2.39463, -2.94191, 4.15078], [-1.23023, -0.62831, 3.17448], [-0.16723, -0.27721, 2.25958], [-2.72193, -0.43891, 2.58118], [-2.94633, 0.66699, 1.33418], [-2.02083, 0.51619, 0.22528], [-4.52743, 0.34799, 0.88348], [-5.63333, 0.48049, 1.80688], [-4.69973, -0.74261, -0.05772], [-2.95533, 2.14019, 2.09708], [-3.44623, 2.33359, 3.44358], [-1.96193, 3.11509, 1.69668], [-1.18153, 0.34859, 4.54908], [-1.95373, 0.01639, 5.72358], [0.11177, 0.94129, 4.84368], [0.14827, -3.79791, 3.68148], [0.12857, -2.70071, 5.07628], [0.77897, -2.14061, 3.51078], [-2.39783, -3.98901, 3.83198], [-3.31353, -2.46981, 3.81338], [-2.35513, -2.92701, 5.24738], [-5.59023, 1.45319, 2.28728], [-5.64863, -0.31311, 2.56448], [-6.56023, 0.42249, 1.23488], [-3.82093, -0.79141, -0.69772], [-5.58203, -0.54681, -0.67072], [-4.84283, -1.70531, 0.44358], [-3.89153, 1.41859, 3.82348], [-4.19433, 3.13149, 3.46188], [-2.62623, 2.61969, 4.10828], [-1.49963, 2.79249, 0.76858], [-1.18293, 3.21729, 2.45818], [-2.43563, 4.08719, 1.55338], [-2.93883, -0.33481, 5.42548], [-2.06983, 0.91199, 6.33718], [-1.47633, -0.74821, 6.34828], [0.62937, 1.14699, 3.90718], [0.74417, 0.28849, 5.45488], [-0.04283, 1.87729, 5.38298], [-2.71873, 4.44079, -1.44962], [-1.59333, 3.67429, -1.93342], [-1.97533, 2.43029, -2.56182], [-0.38303, 3.70609, -1.28192], [0.34057, 2.65119, -1.20232], [-0.03023, 4.97479, -0.78522], [1.05827, 5.04789, 0.16428], [-0.00623, 6.07619, -1.72662], [-3.42133, 3.79109, -0.91222], [-3.24363, 4.89439, -2.29542], [-2.37653, 5.21959, -0.77522], [-2.75433, 2.64279, -3.29582], [-2.34033, 1.69659, -1.83362], [-1.09743, 2.00909, -3.05082], [1.27907, 2.83569, -0.86102], [2.04657, 4.99089, -0.31522], [0.96567, 4.25189, 0.89838], [0.99167, 6.00809, 0.67888], [-0.71093, 5.90189, -2.53342], [0.99477, 6.20659, -2.15982], [-0.26503, 7.00479, -1.21262], [1.91217, 0.36029, 0.66808], [3.60917, 0.30569, 0.28608], [4.11007, 0.80599, -0.93082], [5.40327, 0.26419, -1.30552], [6.36917, 0.48439, -0.14042], [5.81757, -0.18301, 1.11978], [4.50557, 0.37289, 1.36858], [3.39697, 0.74449, -1.65252], [5.76047, 0.80429, -2.18652], [5.35867, -0.81231, -1.55092], [6.43967, 1.55619, 0.04628], [7.36117, 0.10059, -0.38592], [6.45507, 0.04219, 1.98038], [5.79517, -1.28011, 0.98258], [4.05437, 0.06319, 2.21868], [1.06317, 0.83499, -4.54772], [0.54377, -0.26731, -2.98212], [-0.79743, -1.33441, -3.94182], [2.13637, -1.49641, -3.00352], [2.19907, -2.42541, -4.14832], [2.90107, -2.08951, -5.30492], [2.93867, -2.94851, -6.38902], [2.28967, -4.17051, -6.33162], [1.59627, -4.52091, -5.18362], [1.55147, -3.65831, -4.10552], [1.51007, 0.21599, -5.32282], [1.77427, 1.60149, -4.24342], [0.18887, 1.33119, -4.96832], [-0.39043, -1.76121, -4.85912], [-1.64023, -0.68831, -4.19072], [-1.15953, -2.13151, -3.30062], [2.08117, -2.02591, -2.05232], [3.01847, -0.85091, -2.99302], [3.43687, -1.14851, -5.34352], [3.49297, -2.66861, -7.27502], [2.31847, -4.84021, -7.18152], [1.09937, -5.47951, -5.12522], [1.01497, -3.93361, -3.20722], [1.87777, 1.80959, 1.67778], [0.84397, 2.10189, 1.82088], [2.48967, 2.59649, 1.23578], [-0.37773, -1.87681, -0.83362], [-0.32013, -2.45171, 0.51738], [1.19487, -3.55341, 0.51438], [0.76277, -5.00371, 0.64228], [-0.58083, -5.11011, -0.07132], [-1.41373, -3.97171, 0.47798], [1.82517, -3.21801, 1.33268], [1.69567, -3.35921, -0.43132], [0.64287, -5.27081, 1.69558], [1.50697, -5.67691, 0.21308], [-1.05433, -6.08041, 0.09448], [-0.44763, -4.97161, -1.14622], [-1.68623, -4.14471, 1.51658], [-2.29903, -3.74851, -0.10972]]}

(2)
{"formula": "C31H68Cl2N4O5P", "method": "ωB97M-V/def2-TZVPD", "e_tot_ha": -3078.84326, "charge": -1, "homo_lumo_gap_ev": 6.368, "species": ["C", "C", "C", "C", "C", "C", "C", "C", "C", "C", "C", "C", "C", "C", "C", "C", "C", "P", "O", "C", "O", "O", "N", "N", "C", "C", "C", "Cl", "C", "C", "Cl", "H", "H", "H", "H", "H", "H", "H", "H", "H", "H", "H", "H", "H", "H", "H", "H", "H", "H", "H", "H", "H", "H", "H", "H", "H", "H", "H", "H", "H", "H", "H", "H", "H", "H", "H", "H", "H", "H", "H", "H", "H", "H", "H", "H", "H", "H", "C", "C", "C", "O", "C", "N", "H", "H", "H", "H", "H", "H", "H", "H", "H", "H", "H", "C", "C", "C", "O", "C", "N", "H", "H", "H", "H", "H", "H", "H", "H", "H", "H", "H"], "coordinates": [[-5.02856, 3.67306, 3.44158], [-4.99021, 2.42302, 2.47176], [-5.67992, 2.68712, 1.09302], [-4.82298, 3.52115, 0.07187], [-3.28291, 3.20053, 0.10261], [-2.48651, 3.85806, -1.06894], [-2.65997, 3.15620, -2.46515], [-2.93144, 1.61494, -2.40844], [-3.28558, 1.09472, -3.86244], [-3.97824, -0.31349, -3.85262], [-3.12408, -1.43500, -3.14156], [-3.62856, -1.75989, -1.66527], [-2.51730, -1.45322, -0.58041], [-3.01647, -1.84091, 0.87149], [-2.83883, -0.67181, 1.94216], [-1.96353, -1.07585, 3.19159], [-0.69798, -0.13541, 3.45017], [-1.28469, 1.61945, 3.48181], [-0.39893, 2.61939, 4.18070], [-0.25764, -0.50209, 4.96407], [-0.69539, -1.52870, 5.51311], [0.57376, 0.22919, 5.59135], [0.40039, -0.57643, 2.56399], [1.29462, -1.38601, 3.26947], [1.72915, -2.56686, 2.51014], [0.65204, -3.71398, 2.57193], [1.02251, 0.34060, 1.64760], [-0.06885, 0.94875, 0.29977], [1.92453, 1.51075, 2.32788], [3.42781, 1.31648, 1.87050], [1.40674, 3.11075, 1.59843], [-4.14774, 4.31522, 3.21402], [-6.00347, 4.20802, 3.39367], [-4.93412, 3.28306, 4.48732], [-3.96015, 2.01936, 2.38642], [-5.60569, 1.63300, 2.98335], [-6.60520, 3.28273, 1.30380], [-5.96834, 1.72384, 0.61082], [-5.24400, 3.34549, -0.95379], [-4.91439, 4.61048, 0.32360], [-3.12896, 2.09940, 0.20597], [-2.89475, 3.65599, 1.05316], [-2.87110, 4.90878, -1.16363], [-1.41193, 3.96145, -0.76805], [-1.68859, 3.28507, -3.01427], [-3.43492, 3.64340, -3.11301], [-1.97239, 1.10479, -2.14260], [-3.76825, 1.31648, -1.73707], [-2.35715, 1.03709, -4.48974], [-3.95102, 1.83979, -4.37612], [-4.20359, -0.56858, -4.92304], [-4.98056, -0.18569, -3.36363], [-3.13017, -2.36627, -3.75634], [-2.05814, -1.09743, -3.04650], [-4.54855, -1.14462, -1.50305], [-3.91878, -2.83547, -1.54955], [-1.61361, -2.06040, -0.82617], [-2.33247, -0.36171, -0.64517], [-4.11556, -2.05158, 0.75903], [-2.57155, -2.79486, 1.24377], [-3.88056, -0.45605, 2.30192], [-2.51222, 0.23756, 1.39200], [-2.62373, -0.99170, 4.09121], [-1.67580, -2.14356, 3.09618], [-2.50516, 1.61160, 4.24244], [-1.61435, 2.19019, 2.22436], [2.14511, -0.89552, 3.55664], [2.62048, -2.97768, 3.06070], [2.08680, -2.35666, 1.47044], [-0.20052, -3.40259, 1.92484], [1.07629, -4.65227, 2.14208], [0.33734, -3.92267, 3.62389], [1.78517, -0.25224, 1.07650], [1.86121, 1.49981, 3.44029], [3.73407, 0.24966, 2.02906], [4.05400, 2.03707, 2.43887], [3.46686, 1.58476, 0.78452], [3.64494, 2.79125, -4.95999], [4.47999, 1.96750, -3.98457], [3.63742, 1.09321, -3.03812], [3.02531, 1.80152, -1.97538], [1.81050, 2.45130, -2.31555], [5.36943, 2.86771, -3.24181], [3.17871, 3.65475, -4.48474], [4.27417, 3.17402, -5.76653], [2.85841, 2.18351, -5.41434], [5.10095, 1.29239, -4.58288], [4.30892, 0.37376, -2.55896], [2.89365, 0.50443, -3.59043], [1.23157, 1.88371, -3.05077], [2.01177, 3.45984, -2.68525], [1.21668, 2.54672, -1.40657], [5.99283, 2.30836, -2.66453], [4.79617, 3.36663, -2.56315], [6.27181, -6.05195, -0.50879], [6.23574, -4.53584, -0.34257], [5.08511, -4.04143, 0.55255], [3.81274, -4.04133, -0.07374], [3.15744, -5.29728, -0.07666], [6.19497, -3.91247, -1.67049], [5.50593, -6.41535, -1.19489], [7.23598, -6.36481, -0.91507], [6.13877, -6.55572, 0.45181], [7.17251, -4.24290, 0.14243], [5.28329, -2.99597, 0.80708], [5.04920, -4.59092, 1.50178], [3.36689, -5.87212, 0.82998], [3.43757, -5.87100, -0.96336], [2.08338, -5.11396, -0.12975], [6.27046, -2.90394, -1.56049], [5.25397, -4.04466, -2.03754]]}